A:
# C3H6OS2

An isolated molecule of C3H6OS2 (ωB97M-V/def2-TZVPD, OMol25).

Last column: natural (NBO) charge in e.
Element x y z (Å)
C (-0.519, -0.005, 0.295)  -0.509
C (2.346, -0.403, 0.529)  -0.656
C (-1.909, 0.349, -0.384)  -0.068
O (-2.961, 0.468, 0.507)  -0.711
S (0.981, 0.070, -0.466)  0.513
S (3.930, -0.341, -0.283)  0.025
H (-0.347, 0.170, 1.387)  0.213
H (2.312, -0.169, 1.584)  0.224
H (-2.202, -0.324, -1.133)  0.177
H (-1.706, 1.332, -0.904)  0.171
H (-3.667, -0.203, 0.365)  0.482
H (3.742, -0.943, -1.497)  0.139

The frontier orbital gap (alpha / beta) comes out at 7.211 / 7.634 eV. As for the total charge: 0. The value obtained for the molecular weight is 122.21 g mol⁻¹.

***

B:
# C3H6OS2

An isolated molecule of C3H6OS2 (ωB97M-V/def2-TZVPD, OMol25).

Last column: natural (NBO) charge in e.
Element x y z (Å)
S (2.723, -0.779, 0.020)  -0.115
C (2.102, 0.768, 0.054)  0.075
O (0.767, 1.057, -0.005)  -0.499
C (-0.233, 0.047, -0.208)  -0.099
C (-1.583, 0.708, 0.096)  -0.532
S (-3.000, -0.442, -0.039)  -0.015
H (2.814, 1.592, 0.093)  0.207
H (0.010, -0.872, 0.330)  0.211
H (-0.272, -0.309, -1.255)  0.194
H (-1.780, 1.419, -0.696)  0.228
H (-1.412, 1.143, 1.128)  0.230
H (-2.797, -1.048, 1.091)  0.114

The frontier orbital gap comes out at 9.210 eV. As for the total charge: 0. The value obtained for the molecular weight is 122.21 g mol⁻¹. As for the structure (SMILES): S=COCCS.

***

Least stable of them? A.

***

A:
# C3H6OS2

An isolated molecule of C3H6OS2 (ωB97M-V/def2-TZVPD, OMol25).

Last column: natural (NBO) charge in e.
Element x y z (Å)
O (1.458, -1.015, 0.946)  -0.569
C (1.239, -0.081, 1.737)  0.213
S (0.376, 1.380, 1.267)  0.196
C (0.050, 0.845, -0.502)  -0.500
C (-1.241, -0.057, -0.558)  -0.519
S (-0.925, -1.244, -1.962)  -0.067
H (1.717, -0.010, 2.733)  0.159
H (0.975, 0.376, -0.848)  0.254
H (-0.131, 1.722, -1.027)  0.220
H (-1.451, -0.507, 0.449)  0.233
H (-2.149, 0.534, -0.954)  0.230
H (0.082, -1.944, -1.282)  0.152

The frontier orbital gap comes out at 9.825 eV. As for the total charge: 0. The value obtained for the molecular weight is 122.21 g mol⁻¹. As for the structure (SMILES): O=CSCCS.

***

B:
# C3H6OS2

A structure of composition C3H6OS2 (ωB97M-V/def2-TZVPD, OMol25).

Last column: natural (NBO) charge in e.
Element x y z (Å)
C (-2.260, -0.857, -0.030)  -0.667
C (0.188, 0.686, -0.275)  -0.351
C (1.767, 0.742, -0.008)  -0.151
H (-2.544, -1.809, 0.243)  0.226
H (-2.260, -0.327, 0.854)  0.227
H (-2.505, -0.340, -0.995)  0.256
H (2.564, 1.597, -0.698)  0.249
H (1.939, 1.185, 1.170)  0.223
H (1.824, -1.355, 0.417)  0.472
O (2.378, -0.649, -0.241)  -0.744
S (-0.370, -0.950, -0.261)  0.290
S (-0.721, 2.077, -0.177)  -0.030

The frontier orbital gap comes out at 8.345 eV. As for the total charge: 0. The value obtained for the molecular weight is 122.21 g mol⁻¹.

***

Least stable of them? B.

***

A:
# CH4NOP

An isolated molecule of CH4NOP (ωB97M-V/def2-TZVPD, OMol25).

Last column: natural (NBO) charge in e.
Element x y z (Å)
H (-1.142, -2.371, -0.241)  0.308
N (-0.843, -1.657, -0.937)  -0.526
C (-0.031, -0.594, 0.151)  -0.301
P (0.711, 0.719, -0.741)  0.887
O (0.520, 1.920, 0.399)  -0.981
H (0.204, -0.855, 1.081)  0.174
H (-0.375, 1.028, -1.586)  -0.054
H (0.494, 2.792, -0.033)  0.493

The frontier orbital gap (alpha / beta) comes out at 8.099 / 8.572 eV. As for the total charge: 0. The value obtained for the molecular weight is 77.02 g mol⁻¹. As for the structure (SMILES): [H]/N=C/PO.

***

B:
# CH4NOP

A cluster of 2 separate species, CH4NOP in total (ωB97M-V/def2-TZVPD, OMol25).

Last column: natural (NBO) charge in e.
Element x y z (Å)
C (-1.291, -0.013, 0.067)  0.524
N (-0.012, -0.345, 0.378)  -0.929
O (-1.646, 1.064, -0.335)  -0.568
P (1.245, 0.631, -0.048)  0.529
H (-1.874, -0.891, 0.570)  0.099
H (0.280, -1.703, 0.806)  0.422
H (0.939, 1.071, -1.307)  -0.052
H (0.454, 1.701, 0.375)  -0.024

The frontier orbital gap comes out at 9.721 eV. As for the total charge: 0. The value obtained for the molecular weight is 77.02 g mol⁻¹.

***

Least stable of them? A.

***

A:
# C5H9N3O3

A cluster of 4 separate species, C5H9N3O3 in total (ωB97M-V/def2-TZVPD, OMol25).

Last column: natural (NBO) charge in e.
Element x y z (Å)
N (3.623, 1.074, 0.382)  -0.593
C (2.599, 1.645, 0.302)  0.550
C (1.365, 2.197, 0.197)  -0.387
N (0.297, 1.791, 0.981)  0.078
O (-0.841, 2.227, 0.801)  -0.353
H (4.239, 0.549, -0.311)  0.458
H (1.349, 3.044, -0.444)  0.223
O (2.500, -2.290, -0.305)  -0.486
C (3.434, -2.461, 0.292)  1.017
O (4.428, -2.623, 0.855)  -0.531
C (-8.390, -0.410, 0.887)  -0.405
C (-7.766, -0.704, -0.215)  -0.359
H (-8.197, 0.595, 1.169)  0.206
H (-8.950, -1.142, 1.288)  0.198
H (-7.168, -0.053, -0.792)  0.181
H (-7.636, -1.731, -0.671)  0.178
N (6.192, -0.207, -0.929)  -1.084
H (6.431, -0.910, -0.304)  0.374
H (6.960, 0.089, -1.545)  0.381
H (5.532, -0.680, -1.638)  0.353

The frontier orbital gap comes out at 8.361 eV. As for the total charge: 0. The value obtained for the molecular weight is 159.15 g mol⁻¹. As for the structure (SMILES): N=C=CN=O.O=C=O.C=C.N.

***

B:
# C5H9N3O3

A cluster of 2 separate species, C5H9N3O3 in total (ωB97M-V/def2-TZVPD, OMol25).

Last column: natural (NBO) charge in e.
Element x y z (Å)
C (1.823, -1.128, 2.361)  -0.635
C (0.897, -1.466, 1.211)  -0.090
O (-0.035, -0.366, 1.244)  -0.459
C (-0.507, 0.037, 0.114)  0.669
N (-0.758, 1.395, 0.123)  -0.766
C (-0.851, -0.727, -0.978)  -0.294
C (-0.698, -0.066, -2.231)  0.278
N (-0.339, 0.364, -3.223)  -0.358
N (-1.277, -1.987, -1.057)  0.099
O (-1.655, -2.512, 0.024)  -0.415
H (2.150, -0.110, 2.003)  0.206
H (1.378, -0.709, 3.324)  0.231
H (2.647, -1.764, 2.526)  0.228
H (0.223, -2.361, 1.290)  0.228
H (1.474, -1.474, 0.269)  0.197
H (-0.391, 1.953, 0.930)  0.426
H (-1.244, 1.712, -0.687)  0.442
O (-1.103, 3.211, -2.039)  -0.955
H (-1.556, 3.082, -2.897)  0.486
H (-0.181, 2.914, -2.309)  0.484

The frontier orbital gap (alpha / beta) comes out at 8.584 / 8.583 eV. As for the total charge: 0. The value obtained for the molecular weight is 159.15 g mol⁻¹. As for the structure (SMILES): CCO/C(N)=C(/C#N)N=O.O.

***

Least stable of them? A.

***

A:
# C46H51BrN3S5ScSi4Te

A structure of composition C46H51BrN3S5ScSi4Te (ωB97M-V/def2-TZVPD, OMol25).

Last column: Mulliken charge in e.
Element x y z (Å)
Sc (0.053, 0.197, -0.004)  -0.378
S (-2.106, 0.699, 1.639)  -0.605
C (-2.537, 1.711, 0.349)  0.175
C (-3.670, 2.547, 0.414)  -0.897
C (-3.960, 3.366, -0.642)  -0.620
C (-3.134, 3.347, -1.770)  -0.615
C (-2.061, 2.481, -1.766)  -0.259
N (-1.752, 1.681, -0.750)  0.895
H (-4.273, 2.524, 1.308)  0.472
H (-4.831, 4.007, -0.608)  0.367
H (-3.332, 3.975, -2.627)  0.509
H (-1.405, 2.407, -2.630)  0.059
S (2.654, -0.534, -0.020)  -0.434
C (3.502, -0.326, 1.469)  0.290
C (4.889, -0.126, 1.418)  -0.665
C (5.630, 0.070, 2.561)  -0.554
C (5.005, 0.098, 3.803)  -0.495
C (3.642, -0.110, 3.876)  -0.690
C (2.891, -0.350, 2.734)  0.163
S (1.162, -0.696, 2.982)  -0.320
H (5.359, -0.126, 0.443)  0.405
H (6.702, 0.215, 2.499)  0.342
H (5.579, 0.274, 4.703)  0.363
H (3.125, -0.104, 4.825)  0.430
S (-4.463, 0.558, -3.901)  0.378
C (-5.889, 0.424, -4.855)  -0.695
C (-6.544, -0.748, -4.635)  -0.560
C (-5.904, -1.558, -3.682)  -0.855
C (-4.752, -1.001, -3.178)  0.808
C (-3.854, -1.517, -2.179)  -0.158
C (-2.594, -0.922, -1.970)  -0.665
N (-1.758, -1.273, -1.017)  1.031
C (-2.101, -2.287, -0.194)  -0.369
C (-3.325, -2.997, -0.343)  0.823
C (-3.647, -4.043, 0.550)  -0.972
C (-2.798, -4.352, 1.574)  -1.058
C (-1.577, -3.686, 1.746)  1.060
C (-0.674, -4.042, 2.772)  -1.205
C (0.546, -3.449, 2.883)  -0.247
C (0.901, -2.348, 1.942)  -0.503
N (-0.016, -2.017, 0.915)  -0.069
C (-1.184, -2.646, 0.857)  -0.200
C (1.488, -3.886, 3.873)  0.642
C (1.368, -4.934, 4.761)  -0.660
C (2.484, -5.103, 5.592)  -0.559
C (3.464, -4.191, 5.346)  -0.505
S (3.031, -3.108, 4.081)  0.169
C (-4.194, -2.587, -1.359)  -0.939
H (-6.153, 1.221, -5.522)  0.431
H (-7.459, -1.020, -5.133)  0.406
H (-6.269, -2.527, -3.388)  0.416
H (-2.270, -0.130, -2.639)  0.228
H (-4.581, -4.570, 0.413)  0.370
H (-3.051, -5.133, 2.281)  0.368
H (-0.964, -4.835, 3.450)  0.229
H (1.917, -2.472, 1.539)  0.896
H (0.504, -5.576, 4.808)  0.354
H (2.558, -5.872, 6.343)  0.383
H (4.412, -4.080, 5.834)  0.424
H (-5.141, -3.093, -1.476)  0.360
Br (2.851, 6.658, 0.698)  -0.317
C (2.125, 4.870, 0.546)  -0.007
C (2.076, 4.059, 1.658)  -0.715
C (1.518, 2.792, 1.539)  -0.239
C (1.007, 2.274, 0.331)  1.018
C (1.121, 3.162, -0.760)  0.177
C (1.650, 4.441, -0.674)  -0.810
H (2.468, 4.400, 2.607)  0.404
H (1.486, 2.191, 2.445)  0.294
H (0.769, 2.858, -1.744)  -0.038
H (1.692, 5.078, -1.548)  0.484
C (0.274, 3.377, -7.409)  -1.169
Si (-0.264, 2.842, -5.640)  0.701
C (0.051, 4.415, -4.579)  -1.053
C (-2.180, 2.736, -5.767)  -0.731
Si (0.875, 0.836, -4.999)  0.483
Te (0.901, -0.103, -2.692)  -0.308
Si (3.158, 1.234, -5.523)  0.597
C (3.809, 2.790, -4.608)  -1.099
C (3.646, 1.467, -7.374)  -1.122
C (4.257, -0.209, -4.923)  -1.041
Si (0.018, -0.877, -6.385)  0.493
C (-1.792, -1.318, -5.934)  -0.575
C (1.018, -2.485, -6.109)  -1.165
C (0.031, -0.589, -8.288)  -1.137
H (-0.292, 4.225, -7.787)  0.375
H (0.147, 2.557, -8.108)  0.278
H (1.324, 3.651, -7.422)  0.234
H (-0.385, 5.309, -5.021)  0.512
H (1.116, 4.593, -4.469)  0.181
H (-0.365, 4.317, -3.580)  0.213
H (-2.635, 3.689, -6.029)  0.490
H (-2.618, 2.418, -4.827)  -0.295
H (-2.474, 2.013, -6.520)  0.323
H (3.378, 3.704, -5.005)  0.288
H (4.891, 2.889, -4.656)  0.405
H (3.536, 2.725, -3.560)  0.250
H (3.123, 2.307, -7.816)  0.295
H (3.383, 0.583, -7.946)  0.268
H (4.712, 1.638, -7.501)  0.353
H (4.028, -0.417, -3.884)  0.225
H (5.322, -0.003, -4.997)  0.366
H (4.055, -1.115, -5.484)  0.254
H (-1.844, -1.588, -4.885)  -0.070
H (-2.189, -2.153, -6.507)  0.477
H (-2.455, -0.472, -6.083)  0.112
H (1.168, -2.619, -5.043)  0.317
H (2.000, -2.421, -6.567)  0.242
H (0.527, -3.375, -6.494)  0.377
H (-0.626, 0.231, -8.559)  0.290
H (-0.288, -1.465, -8.846)  0.366
H (1.029, -0.330, -8.623)  0.254

The frontier orbital gap comes out at 5.284 eV. As for the total charge: -2. The value obtained for the molecular weight is 1171.07 g mol⁻¹.

***

B:
# C46H51BrN3S5ScSi4Te

A structure of composition C46H51BrN3S5ScSi4Te (ωB97M-V/def2-TZVPD, OMol25).

Last column: Mulliken charge in e.
Element x y z (Å)
Sc (1.744, -1.060, -0.951)  -0.455
S (3.177, 0.572, -2.650)  -0.503
C (1.807, 0.246, -3.613)  0.302
C (1.722, 0.651, -4.966)  -0.998
C (0.616, 0.328, -5.708)  -0.292
C (-0.411, -0.420, -5.118)  -1.009
C (-0.271, -0.769, -3.797)  -0.526
N (0.783, -0.433, -3.043)  1.026
H (2.554, 1.204, -5.377)  0.452
H (0.534, 0.648, -6.740)  0.378
H (-1.288, -0.714, -5.677)  0.439
H (-1.046, -1.343, -3.293)  0.654
S (-0.308, -2.769, -0.598)  -0.410
C (-0.914, -3.073, 1.004)  1.277
C (-1.222, -4.394, 1.358)  -0.803
C (-1.765, -4.707, 2.589)  -0.592
C (-2.032, -3.699, 3.509)  -0.749
C (-1.741, -2.387, 3.181)  -0.402
C (-1.177, -2.064, 1.948)  -0.410
S (-0.712, -0.389, 1.691)  -0.421
H (-1.005, -5.170, 0.635)  0.444
H (-1.982, -5.740, 2.831)  0.332
H (-2.464, -3.933, 4.474)  0.357
H (-1.938, -1.587, 3.885)  0.355
S (4.219, -6.072, 0.813)  -0.074
C (5.470, -7.209, 1.183)  -0.454
C (6.504, -6.607, 1.825)  -0.506
C (6.302, -5.221, 2.036)  -0.526
C (5.098, -4.751, 1.547)  0.650
C (4.595, -3.405, 1.570)  0.578
C (3.421, -3.047, 0.926)  -0.781
N (2.942, -1.810, 0.800)  0.378
C (3.652, -0.769, 1.424)  -0.465
C (4.847, -1.058, 2.175)  0.895
C (5.524, 0.030, 2.827)  -1.121
C (5.058, 1.290, 2.742)  -0.996
C (3.878, 1.599, 1.982)  0.732
C (3.399, 2.875, 1.881)  -1.167
C (2.271, 3.147, 1.042)  0.016
C (1.732, 2.062, 0.347)  -0.301
N (2.117, 0.802, 0.443)  1.047
C (3.209, 0.526, 1.288)  -0.333
C (1.752, 4.472, 0.904)  0.749
C (2.008, 5.596, 1.670)  -0.702
C (1.289, 6.743, 1.255)  -0.543
C (0.496, 6.525, 0.172)  -0.575
S (0.633, 4.886, -0.369)  0.050
C (5.313, -2.346, 2.231)  -0.979
H (5.360, -8.239, 0.882)  0.389
H (7.391, -7.138, 2.144)  0.344
H (7.031, -4.585, 2.516)  0.336
H (2.819, -3.830, 0.472)  0.221
H (6.425, -0.204, 3.386)  0.343
H (5.572, 2.109, 3.236)  0.362
H (3.905, 3.683, 2.398)  0.275
H (0.908, 2.259, -0.334)  0.089
H (2.670, 5.580, 2.523)  0.359
H (1.350, 7.702, 1.754)  0.358
H (-0.161, 7.206, -0.344)  0.430
H (6.215, -2.563, 2.791)  0.213
Br (4.012, -6.684, -4.637)  -0.295
C (3.382, -5.156, -3.641)  0.128
C (2.064, -4.767, -3.764)  -0.900
C (1.641, -3.640, -3.068)  0.132
C (2.472, -2.869, -2.236)  0.861
C (3.796, -3.335, -2.167)  -0.520
C (4.264, -4.459, -2.842)  -0.682
H (1.373, -5.335, -4.374)  0.397
H (0.595, -3.372, -3.185)  0.136
H (4.522, -2.805, -1.554)  0.365
H (5.291, -4.785, -2.732)  0.452
C (-4.377, 4.242, 2.141)  -1.186
Si (-2.904, 3.032, 2.059)  0.830
C (-1.342, 4.049, 2.366)  -0.532
C (-3.094, 1.872, 3.550)  -0.785
Si (-2.997, 1.800, 0.043)  0.424
Te (-1.206, 0.083, -0.618)  -0.549
Si (-3.483, 3.006, -1.942)  0.537
C (-2.415, 4.477, -2.472)  -1.160
C (-5.245, 3.722, -1.828)  -1.081
C (-3.361, 1.827, -3.429)  -0.621
Si (-4.887, 0.369, 0.254)  0.299
C (-4.582, -0.978, 1.552)  -0.522
C (-5.165, -0.552, -1.389)  -1.081
C (-6.563, 1.178, 0.674)  -1.079
H (-4.422, 4.729, 3.117)  0.382
H (-5.326, 3.726, 1.973)  0.232
H (-4.282, 5.021, 1.380)  0.279
H (-1.359, 4.492, 3.365)  0.455
H (-1.233, 4.854, 1.636)  -0.011
H (-0.452, 3.418, 2.296)  0.093
H (-2.898, 2.395, 4.489)  0.444
H (-2.379, 1.052, 3.465)  0.008
H (-4.097, 1.439, 3.603)  0.243
H (-2.336, 5.231, -1.686)  0.235
H (-2.843, 4.951, -3.360)  0.391
H (-1.405, 4.151, -2.720)  0.302
H (-5.341, 4.317, -0.916)  0.268
H (-6.002, 2.936, -1.789)  0.221
H (-5.474, 4.370, -2.677)  0.419
H (-2.392, 1.319, -3.402)  -0.127
H (-3.422, 2.358, -4.381)  0.407
H (-4.133, 1.056, -3.417)  0.235
H (-3.618, -1.459, 1.362)  -0.251
H (-5.352, -1.753, 1.531)  0.501
H (-4.543, -0.567, 2.564)  0.191
H (-4.200, -0.870, -1.793)  0.203
H (-5.648, 0.086, -2.132)  0.253
H (-5.781, -1.445, -1.258)  0.421
H (-6.543, 1.650, 1.659)  0.262
H (-7.365, 0.436, 0.674)  0.353
H (-6.820, 1.950, -0.055)  0.287

The frontier orbital gap (alpha / beta) comes out at 3.394 / 3.432 eV. As for the total charge: -2. The value obtained for the molecular weight is 1171.07 g mol⁻¹.

***

Least stable of them? B.